Density functional theory data (the ωB97M-V functional and the def2-TZVPD basis) for C15H19N4O8RuS2Se2 as an isolated structure in a non-equilibrium geometry.

Structure (XYZ):
```
51
C15H19N4O8RuS2Se2, DFT the ωB97M-V functional and the def2-TZVPD basis
Ru -6.63 -5.65 -14.90
N -12.35 -6.18 -19.12
C -11.31 -5.61 -18.47
C -9.96 -6.00 -18.84
C -8.88 -5.21 -18.57
C -9.02 -4.12 -17.74
C -10.29 -3.85 -17.17
C -11.42 -4.59 -17.48
S -7.65 -3.26 -17.02
O -7.92 -1.90 -16.62
O -6.51 -3.48 -17.90
N -7.64 -4.15 -15.57
C -8.29 -3.80 -14.42
N -8.98 -2.76 -14.20
C -9.55 -2.74 -12.91
C -9.59 -3.81 -12.02
C -8.87 -4.95 -12.43
N -8.17 -4.89 -13.56
H -12.27 -7.15 -19.42
H -13.30 -5.97 -18.84
H -9.81 -6.95 -19.31
H -7.91 -5.44 -19.03
H -10.37 -2.94 -16.53
H -12.39 -4.30 -17.10
H -10.11 -1.82 -12.75
H -10.08 -3.76 -11.01
H -8.80 -5.88 -11.79
O -1.89 -7.56 -14.45
C -1.59 -6.46 -13.63
C -2.55 -5.22 -13.90
C -1.65 -4.00 -13.54
O -2.18 -2.73 -13.91
C -2.91 -5.06 -15.40
Se -4.72 -4.56 -16.01
C -3.79 -5.29 -12.96
Se -5.32 -4.09 -13.67
H -1.37 -8.28 -14.07
H -0.47 -6.11 -13.85
H -1.70 -6.66 -12.53
H -0.69 -4.07 -14.08
H -1.48 -4.13 -12.44
H -3.08 -2.62 -13.52
H -2.79 -6.03 -15.95
H -2.32 -4.30 -15.93
H -3.58 -4.78 -12.00
H -4.25 -6.27 -12.87
O -5.64 -7.34 -14.31
S -6.17 -8.15 -15.42
O -7.21 -9.06 -15.06
O -7.05 -6.96 -16.17
O -5.28 -8.62 -16.41
```

Output
charge: -2
gap between HOMO and LUMO (spin up / spin down): 1.65 / 5.10 eV
LUMO (spin up / spin down): 4.0 / 3.8 eV
spin multiplicity: 6
HOMO (spin up / spin down): 2.324 / -1.317 eV
electronic energy: -7097.85527 Eh